No. 1
Below is a molecular structure, C51H127N8O17Zn at a distorted geometry, with properties calculated with ωB97M-V/def2-TZVPD.

Values from the calculation:
max |F| = 3.32 eV/Å
total charge = +1
electronic energy = -150072.7813 eV
HOMO = -9.67 eV

CARTESIAN COORDINATES (ANGSTROEM)
Zn 0.25 -3.01 2.46
C -1.01 -0.53 -0.11
C 0.40 -0.51 0.50
C 0.86 0.90 0.83
O 0.45 -1.45 1.53
H -1.37 -1.56 -0.14
H -1.05 -0.26 -1.18
H -1.65 0.14 0.46
H 1.10 -0.86 -0.30
H 0.14 1.48 1.44
H 1.11 1.54 -0.01
H 1.69 0.83 1.56
C -4.80 0.47 4.39
O -4.62 -0.35 3.21
C -5.90 -0.68 2.62
C -5.66 -1.08 1.17
N -5.06 0.01 0.50
C -4.61 -0.37 -0.86
C -3.96 0.74 -1.59
O -4.87 1.81 -1.81
C -5.68 1.66 -2.91
H -5.35 -0.10 5.16
H -5.21 1.44 4.14
H -3.82 0.50 4.89
H -6.52 0.23 2.66
H -6.32 -1.47 3.25
H -6.61 -1.26 0.67
H -5.02 -1.98 1.23
H -4.21 0.27 1.01
H -5.47 -0.81 -1.42
H -3.99 -1.30 -0.78
H -3.61 0.42 -2.58
H -3.14 1.13 -0.99
H -6.32 0.77 -2.84
H -5.18 1.50 -3.89
H -6.20 2.61 -3.05
C -0.08 -2.59 -5.43
O 0.14 -1.20 -5.53
C -0.55 -0.42 -4.59
C -1.87 0.16 -5.13
N -2.95 -0.87 -5.06
C -4.09 -0.48 -5.94
C -5.02 -1.68 -6.23
O -4.24 -2.77 -6.70
C -4.89 -3.95 -6.76
H -1.07 -2.94 -5.75
H 0.16 -2.90 -4.41
H 0.61 -3.02 -6.15
H 0.10 0.41 -4.29
H -0.75 -0.99 -3.66
H -1.65 0.57 -6.11
H -2.10 0.87 -4.32
H -2.55 -1.67 -5.55
H -3.79 -0.11 -6.94
H -4.71 0.30 -5.48
H -5.73 -1.32 -6.99
H -5.62 -1.97 -5.35
H -5.90 -3.94 -7.22
H -5.08 -4.45 -5.80
H -4.29 -4.61 -7.38
C -1.42 9.21 -2.94
O -0.47 8.29 -2.42
C -0.52 7.07 -3.03
C 0.33 6.08 -2.27
N -0.12 5.59 -0.94
C -1.46 4.95 -0.95
C -1.72 3.78 -1.85
O -1.66 4.09 -3.19
C -1.46 2.94 -3.99
H -1.70 9.90 -2.15
H -2.39 8.68 -3.10
H -1.06 9.67 -3.86
H -0.16 7.10 -4.06
H -1.54 6.67 -3.05
H 1.31 6.54 -2.05
H 0.56 5.23 -2.91
H -0.15 6.36 -0.29
H -2.23 5.74 -1.07
H -1.74 4.65 0.07
H -2.68 3.35 -1.56
H -0.97 3.01 -1.53
H -0.45 2.52 -3.79
H -1.46 3.14 -5.07
H -2.24 2.18 -3.83
C 3.90 0.83 5.43
O 2.97 1.74 5.88
C 1.70 1.26 5.89
C 0.78 2.43 6.23
N 1.25 3.75 5.74
C 1.52 3.98 4.32
C 1.86 5.43 4.10
O 2.99 5.88 4.83
C 4.17 5.19 4.52
H 3.84 0.65 4.34
H 3.84 -0.11 5.99
H 4.90 1.22 5.61
H 1.51 0.41 6.56
H 1.46 0.89 4.87
H 0.82 2.62 7.30
H -0.28 2.27 5.99
H 2.12 3.85 6.25
H 0.71 3.53 3.76
H 2.41 3.37 4.08
H 1.01 6.11 4.19
H 2.18 5.49 3.03
H 4.19 4.85 3.48
H 4.32 4.38 5.25
H 5.04 5.81 4.75
C -2.87 -3.06 -2.35
O -3.80 -3.97 -1.81
C -4.89 -4.14 -2.66
C -6.18 -4.09 -1.94
N -6.50 -5.28 -1.16
C -5.43 -5.77 -0.25
C -5.81 -7.18 0.25
O -7.04 -7.27 0.94
C -7.17 -6.44 2.10
H -2.01 -3.01 -1.65
H -3.26 -2.04 -2.31
H -2.39 -3.34 -3.29
H -4.84 -4.96 -3.40
H -4.97 -3.32 -3.40
H -6.99 -4.02 -2.68
H -6.20 -3.18 -1.31
H -7.37 -5.20 -0.65
H -5.34 -5.08 0.62
H -4.49 -5.95 -0.76
H -4.99 -7.42 0.98
H -5.86 -7.90 -0.55
H -7.38 -5.42 1.76
H -6.21 -6.43 2.66
H -7.91 -6.90 2.74
C 3.27 -2.61 3.28
O 2.34 -3.36 2.58
C 2.90 -4.03 1.48
C 1.78 -4.57 0.57
N 0.52 -4.75 1.28
C -0.67 -4.57 0.36
C -1.95 -4.51 1.10
O -1.81 -3.38 2.02
C -2.91 -3.21 2.90
H 2.89 -2.34 4.27
H 3.47 -1.61 2.89
H 4.20 -3.15 3.44
H 3.52 -4.87 1.84
H 3.65 -3.49 0.90
H 2.13 -5.53 0.18
H 1.63 -3.92 -0.30
H 0.41 -5.70 1.63
H -0.60 -5.35 -0.40
H -0.53 -3.63 -0.19
H -2.23 -5.42 1.65
H -2.81 -4.24 0.47
H -3.86 -3.65 2.60
H -3.08 -2.25 3.37
H -2.64 -3.86 3.76
C 4.33 -0.76 0.28
O 5.22 -1.53 1.06
C 6.38 -0.82 1.47
C 7.07 -1.56 2.61
N 6.65 -1.12 3.96
C 7.25 -1.91 5.06
C 7.08 -3.40 4.96
O 5.76 -3.80 4.94
C 4.94 -3.51 6.09
H 3.80 0.02 0.84
H 3.50 -1.41 -0.04
H 4.78 -0.40 -0.65
H 6.18 0.19 1.85
H 7.09 -0.71 0.64
H 8.15 -1.42 2.56
H 6.81 -2.63 2.53
H 5.65 -1.32 4.09
H 6.72 -1.53 5.93
H 8.32 -1.68 5.02
H 7.55 -3.85 5.85
H 7.61 -3.85 4.12
H 4.17 -4.26 5.97
H 4.46 -2.55 5.90
H 5.65 -3.55 6.91
C 9.05 4.04 -0.56
O 8.17 2.91 -0.53
C 7.27 2.90 -1.60
C 5.99 3.63 -1.27
N 4.97 3.16 -2.21
C 3.61 3.30 -1.82
C 2.73 2.91 -2.96
O 3.06 3.51 -4.15
C 3.20 4.94 -4.07
H 8.58 4.98 -0.26
H 9.49 4.12 -1.56
H 9.82 3.82 0.18
H 7.04 1.84 -1.73
H 7.76 3.25 -2.51
H 6.14 4.69 -1.55
H 5.69 3.47 -0.25
H 5.12 3.33 -3.18
H 3.43 4.37 -1.59
H 3.27 2.75 -0.94
H 1.68 3.10 -2.68
H 2.70 1.82 -3.07
H 2.75 5.46 -3.23
H 2.73 5.37 -4.97
H 4.26 5.21 -4.09

***

No. 2
Below is 17 unconnected molecules or ions with the total composition C51H136O51S17 at a distorted geometry, with properties calculated with ωB97M-V/def2-TZVPD.

Values from the calculation:
max |F| = 4.71 eV/Å
total charge = 0
electronic energy = -343706.3514 eV
HOMO = -10.62 eV

CARTESIAN COORDINATES (ANGSTROEM)
O 15.80 -24.39 21.81
S 16.68 -23.28 21.66
O 18.09 -23.49 21.42
O 16.06 -22.47 20.48
C 16.76 -21.25 19.94
C 17.31 -21.36 18.51
C 16.48 -22.20 23.04
H 17.50 -20.91 20.68
H 15.97 -20.50 19.90
H 17.86 -20.41 18.34
H 16.51 -21.45 17.76
H 18.11 -22.10 18.32
H 17.03 -21.24 22.82
H 16.98 -22.70 23.84
H 15.46 -21.99 23.15
O 10.32 -16.82 17.80
S 9.12 -16.72 17.01
O 9.23 -16.24 15.69
O 8.57 -18.23 16.76
C 8.55 -19.24 17.86
C 9.11 -20.55 17.39
C 7.92 -16.11 18.06
H 7.50 -19.47 18.00
H 8.91 -18.79 18.77
H 8.42 -21.04 16.70
H 9.17 -21.19 18.25
H 10.08 -20.47 16.95
H 8.18 -15.12 18.37
H 7.86 -16.77 18.91
H 6.93 -15.99 17.63
O 15.67 -23.01 11.52
S 16.69 -22.10 11.17
O 16.46 -21.15 10.13
O 17.16 -21.25 12.53
C 16.06 -21.14 13.54
C 16.68 -20.47 14.74
C 18.23 -22.98 10.81
H 15.56 -22.09 13.71
H 15.26 -20.55 13.10
H 17.33 -21.17 15.28
H 15.91 -20.09 15.42
H 17.32 -19.66 14.40
H 18.31 -23.91 11.33
H 19.08 -22.36 11.05
H 18.14 -23.10 9.77
O 9.65 -22.16 20.40
S 8.32 -21.92 20.87
O 7.48 -21.01 20.16
O 7.52 -23.27 20.87
C 8.16 -24.43 21.30
C 7.62 -25.57 20.43
C 8.46 -21.53 22.52
H 7.77 -24.65 22.31
H 9.25 -24.35 21.25
H 7.98 -26.53 20.78
H 7.91 -25.42 19.36
H 6.54 -25.63 20.53
H 8.92 -22.41 23.06
H 7.50 -21.26 22.91
H 9.13 -20.66 22.62
O 9.23 -22.83 15.11
S 9.97 -23.92 15.62
O 9.58 -25.26 15.33
O 11.51 -23.69 15.26
C 11.88 -23.73 13.82
C 13.15 -22.92 13.67
C 10.20 -23.75 17.34
H 11.03 -23.32 13.29
H 12.00 -24.79 13.57
H 12.94 -21.88 13.80
H 13.63 -23.04 12.71
H 13.84 -23.19 14.48
H 10.70 -22.80 17.53
H 10.76 -24.49 17.90
H 9.23 -23.66 17.82
O 9.56 -18.05 21.02
S 9.65 -16.68 21.38
O 8.55 -15.86 20.94
O 9.69 -16.52 22.90
C 10.40 -17.45 23.77
C 11.57 -16.82 24.36
C 11.12 -16.06 20.79
H 10.65 -18.37 23.22
H 9.59 -17.73 24.42
H 12.00 -17.47 25.10
H 11.29 -15.90 24.80
H 12.30 -16.77 23.55
H 10.82 -15.98 19.72
H 11.99 -16.67 20.93
H 11.34 -15.08 21.24
O 9.56 -19.33 25.98
S 10.49 -20.24 26.54
O 11.37 -19.76 27.57
O 9.77 -21.58 27.07
C 8.78 -21.49 28.16
C 8.05 -22.86 28.06
C 11.45 -20.92 25.21
H 8.13 -20.62 28.05
H 9.34 -21.40 29.10
H 7.59 -22.99 27.04
H 7.27 -22.95 28.84
H 8.81 -23.67 28.20
H 10.69 -21.20 24.52
H 12.05 -21.77 25.47
H 12.02 -20.09 24.78
O 16.08 -27.59 16.46
S 16.29 -26.43 17.21
O 17.09 -25.38 16.75
O 14.92 -25.87 17.61
C 14.77 -24.60 18.24
C 14.35 -23.51 17.27
C 17.02 -26.83 18.73
H 15.71 -24.35 18.71
H 13.95 -24.83 18.93
H 15.12 -23.25 16.50
H 14.26 -22.62 17.92
H 13.44 -23.62 16.75
H 18.05 -27.00 18.45
H 16.61 -27.73 19.16
H 17.04 -25.99 19.39
O 9.80 -23.79 24.16
S 10.57 -24.97 24.12
O 10.72 -25.62 22.88
O 11.93 -24.60 24.77
C 13.10 -25.15 24.13
C 14.34 -24.75 24.89
C 9.94 -26.05 25.33
H 13.18 -24.96 23.10
H 13.13 -26.20 24.30
H 14.40 -25.10 25.92
H 14.43 -23.66 24.93
H 15.17 -25.28 24.37
H 10.59 -26.93 25.44
H 9.02 -26.35 24.86
H 9.70 -25.56 26.25
O 13.62 -14.94 18.27
S 14.55 -15.88 18.80
O 14.18 -16.91 19.75
O 15.26 -16.47 17.56
C 16.10 -17.64 17.58
C 17.14 -17.38 16.55
C 15.94 -15.05 19.52
H 15.45 -18.47 17.23
H 16.43 -17.75 18.58
H 17.73 -16.51 16.89
H 16.87 -17.24 15.50
H 17.86 -18.23 16.56
H 16.48 -14.43 18.83
H 16.61 -15.80 19.90
H 15.53 -14.43 20.34
O 13.59 -27.28 20.51
S 12.71 -27.42 19.38
O 12.13 -26.28 18.73
O 13.55 -28.26 18.34
C 13.12 -28.19 16.89
C 13.41 -29.58 16.43
C 11.44 -28.43 19.85
H 13.75 -27.47 16.34
H 12.08 -27.83 16.89
H 13.04 -29.86 15.43
H 12.90 -30.27 17.09
H 14.48 -29.84 16.37
H 10.76 -28.71 19.08
H 10.89 -27.70 20.41
H 11.76 -29.31 20.39
O 10.70 -10.48 17.16
S 10.59 -11.63 17.97
O 11.34 -11.67 19.17
O 9.04 -11.60 18.31
C 8.54 -12.30 19.46
C 8.25 -11.33 20.54
C 10.75 -13.14 17.04
H 9.26 -13.07 19.64
H 7.61 -12.71 19.09
H 9.13 -10.82 20.89
H 7.68 -11.78 21.36
H 7.65 -10.46 20.16
H 11.68 -12.95 16.51
H 9.90 -13.22 16.34
H 10.84 -14.03 17.68
O 17.33 -27.68 25.38
S 17.57 -27.55 24.00
O 18.20 -28.61 23.31
O 16.23 -27.27 23.35
C 16.06 -27.71 21.98
C 15.45 -29.11 21.98
C 18.48 -26.11 23.67
H 17.04 -27.70 21.61
H 15.42 -26.95 21.54
H 15.79 -29.69 22.87
H 15.65 -29.65 21.04
H 14.37 -29.07 22.02
H 18.54 -25.88 22.58
H 19.46 -26.33 24.05
H 17.98 -25.28 24.18
O 13.97 -19.02 15.63
S 13.20 -18.20 14.75
O 13.77 -18.02 13.43
O 11.75 -18.84 14.74
C 10.99 -18.59 13.41
C 9.83 -19.50 13.37
C 12.92 -16.61 15.42
H 11.72 -18.81 12.64
H 10.74 -17.54 13.43
H 9.24 -19.36 12.48
H 9.25 -19.18 14.24
H 10.20 -20.51 13.52
H 12.23 -16.01 14.82
H 13.86 -16.07 15.38
H 12.53 -16.70 16.46
O 14.18 -20.47 22.19
S 12.92 -20.79 21.56
O 11.73 -20.24 22.12
O 13.16 -20.40 20.05
C 11.95 -19.83 19.32
C 12.38 -19.84 17.92
C 12.63 -22.52 21.68
H 11.82 -18.81 19.71
H 11.13 -20.50 19.58
H 11.72 -19.13 17.43
H 12.32 -20.85 17.47
H 13.40 -19.49 17.76
H 12.81 -22.68 22.75
H 13.32 -23.06 21.02
H 11.59 -22.58 21.38
O 16.79 -17.86 20.63
S 17.03 -17.79 22.03
O 17.96 -18.62 22.69
O 17.57 -16.24 22.14
C 18.14 -15.88 23.46
C 18.05 -14.33 23.41
C 15.53 -17.86 22.92
H 19.19 -16.21 23.53
H 17.58 -16.29 24.28
H 17.00 -14.00 23.24
H 18.65 -14.06 22.58
H 18.41 -13.73 24.27
H 15.69 -17.36 23.89
H 15.38 -18.94 23.07
H 14.80 -17.36 22.27
O 14.59 -19.12 25.88
S 15.44 -19.27 27.03
O 16.54 -20.12 26.92
O 15.93 -17.77 27.28
C 17.13 -17.48 27.93
C 17.29 -15.98 28.12
C 14.52 -19.62 28.53
H 17.94 -17.84 27.34
H 17.20 -18.02 28.85
H 17.17 -15.62 27.10
H 18.29 -15.74 28.48
H 16.54 -15.48 28.76
H 15.01 -19.15 29.36
H 14.49 -20.70 28.57
H 13.50 -19.31 28.37

***

The records above yield Kohn-Sham gap values of 6.1560; 10.4500 eV, respectively.
The records above yield energy relative to the best compared isomer or geometry (same formula, charge and spin) values of 67.7; 41.4 kcal per mole, respectively.